Entry 1:
# C17H25Cl6F3O2

4 unconnected molecules or ions with the total composition C17H25Cl6F3O2 (ωB97M-V/def2-TZVPD, OMol25).

Calculated values
Kohn-Sham gap (eV): 9.010
E_HOMO (eV): -8.495
Largest force on an atom (eV Å⁻¹): 2.135
Energy (eV): -105413.0591
M (g mol⁻¹): 531.10

The geometry in ORCA input format:
```
! wB97M-V def2-TZVPD RIJCOSX def2/J DEFGRID3
* xyz 0 1
C 3.595 0.738 3.782
C 2.542 1.459 4.211
C 1.516 1.835 3.177
C 0.776 3.190 3.462
C -0.722 2.919 3.818
C -1.354 3.252 2.466
C -2.717 2.682 2.039
C -3.351 1.709 3.023
C -2.564 0.453 3.199
F -2.379 0.019 4.474
C -1.960 -0.252 2.232
F -2.483 -0.523 1.045
F -0.737 -0.760 2.385
C -0.195 3.233 1.491
O -0.101 2.764 0.389
O 0.803 3.883 2.193
H 3.952 -0.125 4.325
H 4.041 1.046 2.849
H 2.426 1.792 5.238
H 2.078 1.974 2.255
H 0.798 1.026 3.062
H 1.386 3.646 4.231
H -1.080 3.543 4.627
H -0.671 1.888 4.153
H -1.508 4.328 2.557
H -2.614 2.263 1.040
H -3.400 3.522 1.943
H -4.324 1.431 2.604
H -3.582 2.185 3.969
Cl 1.811 -0.837 -0.708
C 2.984 -2.120 -0.310
C 2.757 -2.673 1.072
Cl 3.145 -1.468 2.333
H 3.982 -1.704 -0.415
H 2.859 -2.907 -1.052
H 3.402 -3.535 1.236
H 1.725 -2.985 1.211
Cl 1.464 -2.964 -3.702
C 0.888 -1.327 -4.120
C 1.111 -1.004 -5.573
Cl 2.841 -0.821 -5.968
H 1.390 -0.619 -3.468
H -0.179 -1.300 -3.898
H 0.628 -0.060 -5.815
H 0.700 -1.773 -6.220
Cl -4.371 -3.774 -7.142
C -2.645 -3.999 -6.760
C -2.122 -2.926 -5.841
Cl -2.051 -1.331 -6.641
H -2.095 -4.023 -7.697
H -2.550 -4.970 -6.277
H -1.107 -3.174 -5.531
H -2.739 -2.827 -4.952
*
```


Entry 2:
# C12H24O24S6

6 unconnected molecules or ions with the total composition C12H24O24S6 (ωB97M-V/def2-TZVPD, OMol25).

Calculated values
Kohn-Sham gap (eV): 10.106
E_HOMO (eV): -10.706
Energy above the lowest of the compared OMol25 structures with the same formula, charge and spin (kJ/mol): 564.16
Largest force on an atom (eV Å⁻¹): 5.568
Energy (eV): -126973.2032
M (g mol⁻¹): 744.70

The geometry in ORCA input format:
```
! wB97M-V def2-TZVPD RIJCOSX def2/J DEFGRID3
* xyz 0 1
O 3.349 2.379 1.004
S 3.466 3.110 -0.237
O 4.839 3.322 -0.641
O 2.574 2.329 -1.537
C 1.675 3.219 -2.143
C 1.423 4.356 -1.187
O 2.508 4.478 -0.264
H 2.072 3.522 -3.111
H 0.682 2.812 -2.336
H 0.539 4.116 -0.596
H 1.191 5.350 -1.568
O 6.910 -2.177 -1.040
S 7.060 -2.385 0.409
O 8.279 -2.816 1.049
O 6.455 -1.076 1.087
C 5.040 -0.902 0.702
C 4.460 -2.226 0.887
O 5.625 -3.085 1.025
H 4.558 -0.330 1.495
H 4.676 -0.463 -0.227
H 3.821 -2.570 0.073
H 3.911 -2.467 1.797
O -2.744 2.492 -0.185
S -3.029 3.885 -0.749
O -2.538 4.231 -2.110
O -4.694 4.246 -0.675
C -4.954 5.415 0.098
C -3.611 6.127 0.135
O -2.683 5.116 0.253
H -5.647 6.110 -0.376
H -5.461 5.149 1.026
H -3.557 6.627 1.102
H -3.562 6.756 -0.753
O -0.916 -1.876 2.643
S 0.284 -1.609 1.766
O 1.322 -2.657 1.865
O -0.156 -1.266 0.278
C -0.102 0.071 -0.093
C 0.199 0.880 1.151
O 0.865 -0.038 2.078
H 0.743 0.107 -0.782
H -0.981 0.390 -0.653
H -0.745 1.215 1.580
H 0.749 1.799 0.947
O 0.102 -8.294 -1.592
S 0.477 -6.908 -1.166
O 0.651 -6.624 0.256
O 1.728 -6.291 -1.985
C 1.634 -4.872 -2.028
C 0.112 -4.545 -1.899
O -0.542 -5.746 -1.782
H 2.208 -4.534 -1.166
H 2.239 -4.440 -2.825
H -0.174 -3.875 -2.710
H -0.097 -3.929 -1.024
O -6.335 -2.872 2.112
S -5.791 -1.531 2.466
O -6.120 -0.876 3.690
O -4.091 -1.570 2.290
C -3.583 -0.892 1.190
C -4.761 -0.633 0.278
O -5.815 -0.568 1.134
H -3.045 0.015 1.467
H -2.879 -1.580 0.723
H -4.956 -1.446 -0.420
H -4.856 0.344 -0.196
*
```


Entry 3:
# C15H44FGaIO16P4

A molecular structure, C15H44FGaIO16P4 (ωB97M-V/def2-TZVPD, OMol25).

Calculated values
Kohn-Sham gap (eV): 3.565
E_HOMO (eV): -4.502
Largest force on an atom (eV Å⁻¹): 8.987
Energy (eV): -149373.2187
M (g mol⁻¹): 820.02

The geometry in ORCA input format:
```
! wB97M-V def2-TZVPD RIJCOSX def2/J DEFGRID3
* xyz -1 1
C -4.050 0.638 3.475
C -2.538 0.367 3.353
C -1.736 0.565 4.654
I -1.664 2.650 5.284
Ga 0.224 0.013 4.232
F 1.045 1.232 3.087
H -4.273 1.618 3.912
H -4.465 0.636 2.452
H -4.591 -0.142 4.026
H -2.322 -0.660 3.025
H -2.124 1.054 2.602
H -2.120 -0.050 5.477
H 1.094 -0.039 5.578
H 0.153 -1.398 3.452
C 4.144 5.511 -2.744
O 3.748 4.174 -2.417
P 2.718 4.017 -1.072
O 3.816 4.151 -0.046
O 2.439 2.454 -1.445
C 2.013 2.114 -2.771
O 1.435 4.062 -0.008
C 1.560 3.297 1.209
H 4.776 5.470 -3.629
H 3.271 6.127 -2.963
H 4.710 5.952 -1.921
H 2.868 1.737 -3.335
H 1.590 2.973 -3.294
H 1.257 1.332 -2.711
H 2.153 3.841 1.939
H 1.993 2.318 1.028
H 0.560 3.160 1.615
C 0.371 -3.016 -5.304
O -0.950 -2.805 -4.781
P -1.619 -1.270 -5.053
O -0.851 -0.599 -3.944
O -3.059 -1.856 -4.542
C -3.593 -3.037 -5.151
O -2.373 0.123 -5.615
C -2.893 1.009 -4.629
H 0.662 -4.040 -5.080
H 0.382 -2.877 -6.386
H 1.079 -2.333 -4.835
H -3.407 -3.892 -4.501
H -3.149 -3.230 -6.128
H -4.668 -2.911 -5.272
H -2.098 1.628 -4.218
H -3.401 0.472 -3.830
H -3.615 1.659 -5.127
C 9.749 3.285 -2.569
O 8.569 2.545 -2.231
P 8.733 1.438 -0.963
O 9.427 0.348 -1.725
O 7.125 1.239 -0.902
C 6.267 2.402 -0.870
O 8.949 0.875 0.594
C 8.721 -0.511 0.805
H 9.497 3.970 -3.376
H 10.098 3.863 -1.713
H 10.538 2.610 -2.907
H 5.863 2.573 -1.866
H 6.807 3.291 -0.545
H 5.446 2.222 -0.183
H 9.590 -1.091 0.495
H 7.831 -0.858 0.282
H 8.573 -0.655 1.876
C -5.141 -5.617 3.922
O -6.500 -5.355 4.308
P -7.097 -3.815 3.906
O -6.406 -3.165 5.078
O -8.603 -4.334 4.292
C -9.127 -5.499 3.647
O -7.703 -2.359 3.314
C -8.262 -1.461 4.263
H -4.897 -6.636 4.216
H -5.024 -5.526 2.842
H -4.462 -4.929 4.427
H -9.036 -6.353 4.318
H -8.605 -5.722 2.716
H -10.181 -5.332 3.427
H -7.473 -0.904 4.766
H -8.882 -1.980 4.994
H -8.886 -0.756 3.713
*
```